1.
14
Properties=species:S:1:pos:R:3:lowdin_charge:R:1 method="wB97M-V/def2-TZVPD" gap_ha=0.28164 homo_ha=-0.256 relative_energy_kcal_mol=75.1 molar_mass_g_mol=88.11 energy_ev=-8266.0701 lumo_ev=0.7
C -1.023 -0.496 1.155 -0.156
N -0.495 -0.212 -0.236 -0.202
C -1.011 1.093 -0.736 -0.035
C 0.989 -0.289 -0.587 -0.523
O 1.348 -0.103 -1.727 0.082
N 1.724 -0.582 0.485 0.197
H -0.633 -1.493 1.410 -0.009
H -0.553 0.258 1.807 -0.004
H -0.911 -0.931 -0.831 0.160
H -0.678 1.259 -1.761 0.089
H -2.095 1.066 -0.649 0.091
H -0.616 1.869 -0.077 0.101
H 2.717 -0.712 0.384 0.126
H 1.237 -0.727 1.364 0.082



2.
14
Properties=species:S:1:pos:R:3:lowdin_charge:R:1 method="wB97M-V/def2-TZVPD" gap_ha=0.30931 homo_ha=-0.288 relative_energy_kcal_mol=112.4 molar_mass_g_mol=88.11 energy_ev=-8264.4510 lumo_ev=0.6
C 0.585 -1.760 -0.374 0.013
C -2.715 1.010 0.322 -0.142
C 1.894 0.494 0.310 -0.161
N 0.281 -0.532 -0.807 -0.172
N 0.877 0.570 -0.727 -0.073
O -3.068 -0.072 -0.120 -0.035
H 1.367 -1.810 0.381 0.039
H -0.219 -2.392 -0.375 0.023
H -3.165 1.494 1.250 0.088
H -1.938 1.685 -0.151 0.080
H 2.535 1.373 0.124 0.071
H 1.477 0.679 1.304 0.079
H 2.532 -0.417 0.306 0.064
H -0.444 -0.324 -1.442 0.127



3.
15
Properties=species:S:1:pos:R:3:lowdin_charge:R:1 method="wB97M-V/def2-TZVPD" gap_ha="0.19798 / 0.19796" homo_ha="0.074 / 0.074" relative_energy_kcal_mol=95.2 molar_mass_g_mol=104.11 energy_ev=-10306.3519 charge=-2 lumo_ev="7.4 / 7.4"
C -0.755 -0.250 -1.317 -0.099
C -0.990 -0.265 1.348 -0.198
C 0.067 -0.261 0.108 -0.480
N 2.016 0.597 0.810 -0.249
N 0.897 0.811 0.303 -0.037
O 2.669 -0.567 0.843 -0.298
O 1.682 1.809 -1.428 -0.503
H -0.987 0.730 -1.621 0.024
H -0.280 -0.686 -2.075 -0.018
H -1.707 -0.727 -1.084 0.015
H 1.924 0.933 -1.439 -0.200
H -1.266 0.748 1.854 -0.061
H -0.551 -0.922 2.023 -0.139
H 0.604 -1.216 0.070 0.087
H 2.528 1.393 1.296 0.155



4.
15
Properties=species:S:1:pos:R:3:lowdin_charge:R:1 method="wB97M-V/def2-TZVPD" gap_ha=0.26536 homo_ha=-0.295 relative_energy_kcal_mol=80.2 molar_mass_g_mol=104.11 energy_ev=-10313.4744 lumo_ev=-0.8
N -1.530 -0.811 0.063 -0.048
C -1.560 0.305 -1.373 -0.641
O -2.697 0.454 -1.796 0.000
O -0.420 0.726 -1.646 -0.076
H -2.195 -0.255 0.647 0.030
H -2.109 -1.588 -0.315 0.024
C 0.605 0.589 1.368 -0.034
C 1.605 -0.596 -0.565 0.141
N 1.718 0.251 0.411 0.000
H -0.046 1.378 0.951 0.100
H 1.071 0.910 2.287 0.078
H 0.021 -0.351 1.516 0.074
H 0.556 -0.977 -0.746 0.091
H 2.463 -0.865 -1.221 0.127
H 2.519 0.829 0.417 0.134



5.
15
Properties=species:S:1:pos:R:3:lowdin_charge:R:1 method="wB97M-V/def2-TZVPD" gap_ha=0.34533 homo_ha=-0.317 relative_energy_kcal_mol=85.1 molar_mass_g_mol=104.11 energy_ev=-10313.2636 lumo_ev=0.8
N -1.880 -0.441 -0.695 0.091
C -1.088 0.669 -0.233 -0.566
O -1.516 1.832 -0.163 0.019
H -2.341 -0.274 -1.578 0.088
H -2.549 -0.761 -0.005 0.100
H 0.182 0.600 -1.121 0.180
N 2.128 -0.443 -0.087 0.073
C -0.058 0.184 0.830 -0.328
C 1.146 0.493 -0.036 -0.212
O -0.173 -1.184 1.130 -0.038
H -0.282 -1.656 0.278 0.101
H 2.962 -0.251 -0.621 0.102
H 2.157 -1.110 0.676 0.106
H -0.077 0.793 1.740 0.154
H 1.389 1.550 -0.113 0.130



6.
15
Properties=species:S:1:pos:R:3:lowdin_charge:R:1 method="wB97M-V/def2-TZVPD" gap_ha=0.37869 smiles="NC(=O)NCCO" homo_ha=-0.355 relative_energy_kcal_mol=22.1 molar_mass_g_mol=104.11 energy_ev=-10315.9931 lumo_ev=0.7
N 1.690 1.116 0.238 0.114
C 0.750 0.798 -0.777 -0.605
O 0.176 1.652 -1.407 0.092
N 0.507 -0.577 -0.898 0.042
C -0.901 -0.931 -0.693 -0.163
C -1.288 -0.586 0.764 -0.245
O -0.751 0.639 1.203 -0.092
H 1.869 2.111 0.286 0.112
H 2.525 0.552 0.311 0.102
H 1.078 -1.118 -0.258 0.120
H -1.031 -2.005 -0.889 0.117
H -1.503 -0.385 -1.423 0.118
H -0.978 -1.412 1.425 0.112
H -2.377 -0.492 0.848 0.118
H 0.235 0.639 1.269 0.057